Computed, not measured: 2 unconnected molecules or ions with the total composition C3H7NO at a distorted geometry, with wB97M-V/def2-TZVPD.

Atoms and positions in Å:
C 2.719 -2.200 -0.032
C 1.602 -2.025 0.956
O 1.666 -1.488 2.024
H 2.296 -2.762 -0.867
H 2.954 -1.205 -0.415
H 3.599 -2.711 0.336
H 0.609 -2.395 0.637
C -3.163 2.795 -0.176
N -2.454 2.935 -1.222
H -2.627 2.548 0.742
H -4.106 3.322 -0.004
H -3.094 3.186 -1.979

Output
SMILES: CC=O.C=N
ΔE to the lowest compared entry with this formula, charge and spin: 234.1 kJ/mol
Kohn-Sham gap: 10.9 eV
total energy: -6760.3240 eV
LUMO: 1.0 eV

Computed, not measured: a molecular structure, C5H8AgBBr4F4O3 at a distorted geometry, with wB97M-V/def2-TZVPD.

Atoms and positions in Å:
Ag -25.685 15.493 -22.778
C -27.574 17.338 -22.585
O -28.827 17.579 -22.526
O -26.909 17.437 -23.692
O -26.913 17.001 -21.504
B -23.262 17.002 -23.277
F -23.791 16.676 -22.008
F -24.135 16.632 -24.329
F -23.042 18.391 -23.273
F -22.075 16.289 -23.463
Br -28.225 14.177 -23.007
C -29.562 14.130 -24.438
C -30.050 15.562 -24.547
Br -31.328 15.594 -26.058
H -30.401 13.480 -24.191
H -29.127 13.724 -25.347
H -29.220 16.254 -24.701
H -30.604 15.882 -23.673
Br -24.358 12.877 -22.233
C -24.255 11.304 -21.098
C -23.469 11.596 -19.828
Br -22.920 9.905 -18.976
H -23.722 10.562 -21.692
H -25.244 10.866 -20.988
H -24.048 12.231 -19.167
H -22.547 12.078 -20.138

Output
ΔE to the lowest compared entry with this formula, charge and spin: 22.9 kJ/mol
Kohn-Sham gap: 3.3 eV
total energy: -307179.5971 eV
net charge: -2
LUMO: 3.4 eV

Computed, not measured: a single C3H5NOS molecule at a distorted geometry, with wB97M-V/def2-TZVPD.

Atoms and positions in Å:
C -1.133 0.264 0.728
C -0.781 1.019 -1.791
C 0.833 -0.097 -0.487
N -0.035 -0.216 0.635
O 0.400 0.409 -1.652
S 0.903 -1.466 2.006
H -1.997 0.104 1.341
H -0.906 1.598 -2.677
H 1.626 0.661 -0.101
H 1.253 -1.149 -0.673
H -0.164 -1.126 2.670

Output
ΔE to the lowest compared entry with this formula, charge and spin: 814.9 kJ/mol
Kohn-Sham gap (spin up / spin down): 7.0 / 6.9 eV
total energy: -17556.8215 eV
LUMO (spin up / spin down): -0.1 / -0.1 eV